Density functional theory data (ωB97M-V/def2-TZVPD) for a molecular structure, C59H47FGeNOP3Zn.

```
114
Properties=species:S:1:pos:R:3:forces:R:3:mulliken_spin:R:1
Zn 0.01369 -0.14181 -0.09254 0.3 0.7 0.1 -0.132
F -0.48254 1.18534 4.19241 0.0 0.0 0.0 0.011
Ge -0.16481 0.65710 2.46680 0.1 -0.1 -0.1 0.421
C -1.02455 2.35912 1.79884 -0.1 0.1 0.1 0.073
C -1.86288 2.98806 2.73198 0.0 -0.1 0.1 -0.025
C -2.60066 4.11704 2.41552 0.0 0.0 0.0 0.003
C -2.51505 4.67227 1.14788 0.0 0.0 0.0 -0.001
C -1.70048 4.06959 0.20732 0.0 0.0 0.0 -0.022
C -0.97442 2.91531 0.51330 0.1 0.1 -0.1 -0.101
P 0.07409 2.19875 -0.80021 -0.3 0.0 -0.1 0.243
C 1.49915 3.32756 -0.82472 0.1 0.0 0.1 -0.013
C 1.72676 4.22640 0.21345 0.0 0.0 0.0 0.000
C 2.75417 5.15661 0.11625 0.0 0.0 0.0 -0.001
C 3.55636 5.19068 -1.01262 0.0 0.0 0.0 0.002
C 3.35302 4.27387 -2.03760 0.0 0.0 0.0 0.005
C 2.33461 3.34216 -1.94209 0.0 0.0 0.0 0.013
C -0.75666 2.57787 -2.38019 0.1 0.1 0.0 0.022
C -1.38434 1.53302 -3.04675 -0.1 0.0 -0.1 -0.050
C -2.05973 1.74468 -4.24072 0.0 0.0 0.0 0.021
C -2.09291 3.01529 -4.79317 0.0 0.0 0.0 0.002
C -1.43748 4.06351 -4.15769 0.0 0.0 0.0 0.001
C -0.77070 3.84679 -2.96292 0.1 0.0 0.0 -0.003
C 1.75266 0.25447 2.93083 0.1 -0.1 0.1 0.060
C 2.08706 0.38009 4.28878 -0.1 0.0 0.0 0.013
C 3.35319 0.08450 4.76606 0.0 0.0 0.0 0.008
C 4.34881 -0.33492 3.89486 -0.1 0.0 0.0 -0.001
C 4.05027 -0.45137 2.55139 0.0 0.0 0.0 -0.010
C 2.76575 -0.18148 2.06439 0.0 0.0 0.0 -0.042
P 2.55644 -0.29442 0.25767 -0.1 -0.1 0.0 0.085
C 3.92120 0.80049 -0.29734 0.1 0.0 0.0 0.016
C 4.63470 0.57176 -1.47276 0.0 0.0 0.0 -0.003
C 5.68399 1.40401 -1.83786 0.0 0.0 0.0 -0.001
C 6.03384 2.47994 -1.03732 0.0 0.0 0.0 0.006
C 5.31527 2.72993 0.12264 0.0 0.0 0.0 -0.003
C 4.26466 1.90257 0.48731 0.0 0.0 0.0 0.012
C 3.10007 -1.97625 -0.22087 0.1 0.0 0.0 -0.042
C 3.41724 -2.98006 0.68976 0.0 0.0 0.0 0.000
C 3.72637 -4.26284 0.25137 0.0 0.0 0.0 -0.002
C 3.73182 -4.56188 -1.10268 0.0 0.0 0.0 0.003
C 3.39290 -3.57547 -2.01962 0.0 0.0 0.0 0.007
C 3.05944 -2.30354 -1.57880 0.0 0.0 0.0 0.039
C -1.49896 -0.80957 2.71762 -0.1 -0.1 0.0 0.276
C -1.53442 -1.40006 3.98507 0.0 0.0 0.1 -0.026
C -2.58804 -2.21086 4.37762 0.0 0.0 0.0 0.000
C -3.67639 -2.39444 3.53268 0.0 0.0 0.0 0.004
C -3.65116 -1.83705 2.26655 0.0 0.0 0.0 -0.016
C -2.53966 -1.11008 1.83081 0.0 0.1 -0.1 -0.186
P -2.44532 -0.62994 0.07117 0.1 -0.4 0.1 0.108
C -3.98882 0.27633 -0.25355 0.0 0.0 0.0 0.015
C -5.09360 -0.32035 -0.85973 0.0 0.0 0.0 0.010
C -6.26500 0.40250 -1.03581 0.0 0.0 0.0 -0.003
C -6.34510 1.71908 -0.60673 0.0 0.0 0.0 0.006
C -5.25133 2.31528 0.00485 0.0 0.0 0.0 -0.004
C -4.07806 1.59901 0.17985 0.0 0.0 0.0 -0.004
C -2.70499 -2.20348 -0.85219 -0.1 0.1 -0.1 0.048
C -2.72688 -2.11516 -2.24759 0.0 0.0 0.0 -0.012
C -2.97136 -3.22969 -3.03537 0.0 0.0 0.0 0.004
C -3.20425 -4.46328 -2.44124 0.0 0.0 0.0 0.004
C -3.17323 -4.56892 -1.05969 0.0 0.0 0.0 -0.003
C -2.92084 -3.45157 -0.27230 0.0 0.0 0.0 0.007
H -1.93113 2.57992 3.73031 0.0 0.0 -0.1 0.005
H -3.23756 4.56649 3.16737 0.0 0.0 0.0 0.002
H -3.07786 5.56092 0.89006 0.0 0.0 0.0 0.000
H -1.64976 4.49259 -0.78605 0.0 0.0 0.0 0.001
H 1.08909 4.22548 1.08888 0.0 0.0 0.0 0.002
H 2.91575 5.86205 0.92215 0.0 0.0 0.0 0.000
H 4.34757 5.92570 -1.09461 0.0 0.0 0.0 0.000
H 3.98919 4.28664 -2.91389 0.0 0.0 0.0 0.000
H 2.17413 2.63877 -2.75217 0.0 0.0 0.0 0.000
H -1.32784 0.53608 -2.63187 0.0 -0.1 0.1 0.048
H -2.54860 0.91930 -4.74447 0.0 0.0 0.0 0.001
H -2.61364 3.18914 -5.72600 0.0 0.0 0.0 0.000
H -1.44210 5.05270 -4.59789 0.0 0.0 0.0 -0.001
H -0.24143 4.66679 -2.49168 0.0 0.0 0.0 0.001
H 1.33506 0.72764 4.98062 0.0 0.0 0.0 0.006
H 3.56305 0.19619 5.82285 0.0 0.0 0.0 0.001
H 5.34678 -0.55351 4.25346 0.0 0.0 0.0 0.000
H 4.83190 -0.73946 1.85753 0.0 0.0 0.0 0.001
H 4.41413 -0.27837 -2.10039 0.0 0.0 0.0 0.001
H 6.24006 1.19538 -2.74377 0.0 0.0 0.0 0.000
H 6.86202 3.12038 -1.31503 0.0 0.0 0.0 0.001
H 5.57418 3.57022 0.75493 0.0 0.0 0.0 0.000
H 3.72975 2.10587 1.40697 0.0 0.0 0.0 -0.001
H 3.41568 -2.77185 1.75155 0.0 0.0 0.0 0.001
H 3.97498 -5.02754 0.97764 0.0 0.0 0.0 0.000
H 3.99149 -5.55687 -1.44143 0.0 0.0 0.0 0.000
H 3.37757 -3.79826 -3.07993 0.0 0.0 0.0 0.000
H 2.74087 -1.56319 -2.30527 0.0 0.0 0.0 -0.002
H -0.75351 -1.17164 4.69983 0.0 0.0 0.0 0.004
H -2.58861 -2.65405 5.36624 0.0 0.0 0.0 0.000
H -4.53589 -2.96675 3.85875 0.0 0.0 0.0 0.001
H -4.49688 -1.97765 1.60278 0.0 0.0 0.0 0.000
H -5.04944 -1.34627 -1.20071 0.0 0.0 0.0 0.002
H -7.11852 -0.06772 -1.50805 0.0 0.0 0.0 0.000
H -7.26191 2.27819 -0.74491 0.0 0.0 0.0 0.000
H -5.30704 3.34053 0.34922 0.0 0.0 0.0 0.000
H -3.23615 2.06579 0.66842 -0.1 0.0 0.0 0.021
H -2.59990 -1.15502 -2.73067 0.0 0.1 0.0 -0.015
H -3.00005 -3.12916 -4.11335 0.0 0.0 0.0 0.000
H -3.41346 -5.33225 -3.05294 0.0 0.0 0.0 0.000
H -3.35326 -5.52538 -0.58306 0.0 0.0 0.0 0.000
H -2.89795 -3.56514 0.80162 0.0 0.0 0.0 0.001
O 0.39921 -2.12991 0.09315 -0.2 -0.2 0.0 0.091
N 0.14614 -3.40990 -0.00643 0.1 0.0 0.0 -0.012
C 0.18126 -4.01203 -1.20432 0.0 0.0 0.0 0.002
C 0.01028 -5.37681 -1.29452 0.0 0.1 0.0 0.000
C -0.20348 -6.11878 -0.14667 0.0 -0.1 0.0 -0.001
C -0.25596 -5.46552 1.07680 0.0 0.0 0.0 0.000
C -0.07625 -4.10263 1.12780 0.0 0.0 0.0 -0.001
H 0.35288 -3.35156 -2.04070 0.0 0.0 0.0 -0.002
H 0.04877 -5.84000 -2.27034 0.0 0.0 0.0 0.000
H -0.33534 -7.19108 -0.20138 0.0 0.0 0.0 0.000
H -0.42743 -6.00183 1.99962 0.0 0.0 0.0 0.000
H -0.09367 -3.49518 2.02164 0.0 0.0 0.0 -0.001
```
Forces are in eV/Å.

Summary:
- M (g/mol) = 1036.0
- ⟨S²⟩ = 0.75
- total charge = +1
- largest force on an atom (eV/Å) = 0.74
- HOMO energy (alpha / beta) (hartree) = -0.2883 / -0.3749
- 2S+1 = 2
- frontier orbital gap (alpha / beta) (eV) = 5.48 / 7.66
- LUMO (alpha / beta) (eV) = -2.366 / -2.538
- E (a.u.) = -7386.4699